Entry 1:
72
Properties=species:S:1:pos:R:3:forces:R:3 method="wB97M-V/def2-TZVPD" largest_force_ev_per_a=0.30 e_tot_ev=-55270.0108
H -2.426319 -3.862211 1.981795 0.001 0.004 0.004
O -0.464759 5.999726 -1.880369 -0.010 -0.035 -0.049
C -2.076101 0.900804 2.578930 -0.001 -0.004 0.010
H -2.630684 -4.242650 -1.046205 -0.009 -0.002 -0.002
C -1.529555 1.567418 0.324338 0.015 0.015 -0.020
C 0.957366 2.997079 2.091215 0.002 0.014 0.048
C -2.336540 -4.598592 -2.035658 0.002 0.001 -0.006
H -0.641600 2.804772 4.825359 -0.001 -0.005 0.000
C 1.488067 2.194820 1.082087 -0.027 0.186 -0.067
C 1.335510 1.210015 3.618584 0.000 0.028 -0.008
H -0.472454 5.090328 4.737986 0.003 0.000 0.002
H -0.187933 -6.700773 -2.387552 0.001 0.001 0.000
H 0.896208 4.686482 0.023398 -0.012 -0.012 0.008
H 2.677806 -6.358974 -3.388358 -0.004 0.003 -0.002
H -2.192215 3.507262 -0.279541 0.008 0.002 -0.018
N -0.337336 -0.562828 -2.311235 -0.055 -0.091 -0.062
N 0.621907 -2.817233 1.063426 0.006 -0.067 -0.029
H 1.747082 3.628777 -4.019070 -0.013 -0.007 -0.002
H 2.284484 1.340929 -3.229568 0.014 -0.007 -0.006
C -0.648473 -2.809638 1.440973 0.005 0.013 0.035
C 1.311831 -5.034917 -2.395690 0.026 0.031 -0.020
N -1.087962 1.339136 -3.676367 -0.038 -0.097 -0.160
N 1.917174 1.744909 -1.249884 0.040 0.284 0.101
H 0.754515 5.750090 -3.550918 -0.019 -0.007 0.024
H -1.088668 5.312988 -2.189584 0.073 0.020 0.035
H -3.203075 4.027132 1.928172 0.004 -0.002 -0.001
C 1.273825 4.329784 -2.040263 0.023 0.053 -0.085
C 0.786104 5.699614 -2.456289 -0.037 -0.064 -0.019
H 1.015076 -6.135957 0.759101 -0.001 0.004 -0.001
C -1.403016 -3.954814 1.645939 -0.001 -0.006 -0.001
C -0.717536 0.350632 -2.934178 0.164 0.126 0.191
C -2.725836 3.070037 1.760889 0.005 -0.008 0.020
C -2.157746 2.787653 0.527782 0.014 0.005 -0.013
H 3.413346 -4.911889 -2.685949 -0.002 -0.001 0.002
C -0.852251 -4.613947 -2.176232 -0.045 0.041 0.009
N 1.201735 -3.717706 -2.297081 -0.047 -0.131 0.014
H -2.800396 -3.945292 -2.775705 0.009 0.002 -0.004
C 2.652688 -5.676838 -2.537938 0.007 0.001 0.010
C 0.874079 2.501371 3.378398 0.023 -0.014 -0.037
N 1.925324 0.963579 1.319335 0.019 -0.211 0.078
C -2.680039 2.128869 2.785330 0.007 0.001 -0.005
H 0.976260 3.309566 5.342103 -0.002 0.000 0.002
C 1.230031 3.959415 -0.702800 -0.001 -0.050 0.075
C 1.560720 2.664591 -0.334880 -0.018 -0.132 -0.236
C 0.043459 -5.649761 -2.327819 0.017 -0.017 -0.013
H 2.202422 -0.526865 2.706029 -0.017 -0.003 -0.007
H -2.735634 -5.602162 -2.169730 0.003 -0.001 0.000
O 0.008640 4.619843 4.052321 -0.003 -0.004 -0.001
N -0.118507 -3.486279 -2.155117 0.080 0.135 -0.044
C 1.704851 3.393191 -2.963725 0.009 0.025 -0.005
C 0.276926 3.305446 4.497977 0.008 0.005 -0.005
C 1.846117 0.487780 2.560785 0.021 -0.030 0.042
Tl 1.961786 -0.901410 -0.730986 -0.038 -0.028 -0.061
H 2.914938 -6.254733 -1.648291 -0.001 -0.001 -0.001
H 0.581465 3.986668 1.888187 0.003 0.007 -0.007
C 1.183447 -4.000595 0.830203 0.025 -0.006 0.026
H 1.291618 0.770636 4.607638 -0.002 0.004 0.003
C -1.424506 2.495055 -3.165563 0.000 0.010 0.037
C 0.510689 -5.204780 0.974650 0.047 0.007 0.001
H -1.366043 -6.097260 1.521776 0.001 -0.002 0.000
H -1.060811 1.327691 -0.619624 0.000 -0.010 -0.025
C 2.006118 2.115878 -2.523170 -0.090 -0.022 0.138
N -1.715860 3.560214 -2.805518 -0.017 0.036 0.020
C -0.808096 -5.178712 1.394849 -0.023 -0.013 0.003
N -0.850376 -0.615323 1.058574 -0.043 0.141 -0.082
H 2.217493 -3.983601 0.502913 -0.011 -0.001 0.012
H -0.427382 -2.513848 -2.149205 -0.038 -0.053 0.006
H 1.487698 6.463091 -2.113370 -0.003 0.006 0.024
H -3.123203 2.354336 3.747790 -0.006 0.001 -0.005
N -1.311972 -1.568940 1.692464 -0.005 -0.034 0.068
H -2.032112 0.156068 3.362298 -0.003 -0.005 -0.003
C -1.503805 0.624854 1.339839 -0.038 -0.030 0.067



Entry 2:
74
Properties=species:S:1:pos:R:3:forces:R:3 method="wB97M-V/def2-TZVPD" charge=+2 largest_force_ev_per_a=1.21 e_tot_ev=-64911.1953 spin_multiplicity=6
H 0.506939 -1.138295 3.685917 0.010 0.012 -0.021
H -5.883997 4.681999 -0.182833 0.028 0.057 -0.016
H 3.394663 3.096795 2.231102 -0.064 0.056 -0.025
H 6.393314 2.990709 1.918857 0.024 -0.012 -0.008
C 6.974499 0.952222 1.600771 0.023 0.011 0.017
C -5.060180 1.095349 1.928134 0.028 0.103 0.114
S -2.544150 2.793015 -2.246536 0.434 -0.144 0.289
H 7.990466 1.115867 1.932598 0.003 -0.016 -0.014
N 0.725194 2.579435 -0.530647 -0.368 -0.390 0.155
N -4.253319 2.714657 -0.153695 -1.090 0.493 0.153
H -6.881218 2.538886 -1.045602 -0.043 -0.036 0.014
H 2.054763 -7.415189 -2.048851 0.011 0.006 -0.013
C 5.268536 -0.503770 0.741406 -0.140 0.340 0.072
H 3.345183 0.374637 0.409802 0.006 0.027 -0.034
H 0.588722 -0.115598 1.422514 0.006 0.015 0.011
H -7.389717 3.379329 -2.518510 -0.031 -0.014 0.014
H -1.643374 -1.051000 4.956082 -0.007 0.006 0.003
C 1.678599 2.700259 -1.506764 0.008 0.084 0.058
H -5.751381 1.388354 1.143904 0.018 0.002 0.016
H 3.899377 -5.986644 -1.191138 -0.008 -0.025 0.015
N -1.135273 -0.422989 -1.589439 0.057 0.651 0.185
C -0.319967 -0.085010 2.015111 0.054 -0.057 0.005
C 6.579820 -0.300787 1.170703 -0.064 -0.052 -0.049
H -0.604260 0.084859 -3.625786 -0.013 -0.015 -0.019
H -1.701886 -4.252845 -1.015223 -0.048 0.074 -0.003
C 0.604682 -5.844161 -1.967551 -0.116 0.009 -0.021
N -4.807886 4.117660 -1.866310 -0.068 -0.048 -0.090
H -1.596774 -1.845225 -0.044167 0.033 -0.067 -0.025
C 1.870412 -6.380699 -1.794464 -0.002 -0.003 0.014
C 2.899429 -5.594151 -1.310518 0.012 0.094 0.029
N 2.697655 2.857013 0.311769 -0.457 -0.012 0.167
C -2.545792 0.557600 2.123101 0.313 -0.250 0.213
C 3.763607 -3.465671 -0.488011 1.037 0.011 0.246
C -7.178159 3.502590 -1.456414 0.167 0.075 -0.044
H 4.348054 3.905068 0.982070 -0.067 0.022 -0.005
C 2.652271 -4.261883 -0.980772 -0.336 -0.026 -0.093
C 1.375164 -3.726844 -1.145212 0.100 -0.014 0.069
N -0.764850 -1.953508 -3.159099 0.097 0.027 -0.233
H -4.627691 4.404186 -2.814866 0.053 0.010 -0.008
C -6.071052 4.531631 -1.244211 -0.222 -0.183 0.015
H -3.616267 0.039040 3.906237 0.017 -0.013 0.023
N 2.875100 2.869719 -1.019734 0.123 0.041 -0.195
C 1.416788 2.681223 0.604741 0.217 0.116 -0.100
C -1.568126 -0.613825 3.969494 0.096 -0.025 -0.033
H -8.092005 3.826065 -0.960276 0.013 0.015 0.000
Ru -1.273365 1.616317 -0.585654 -0.505 -0.201 -0.363
N 4.989414 -3.871294 -0.353683 -0.798 -0.524 -0.334
H 1.003295 2.666282 1.600544 0.102 -0.027 0.027
H -0.191258 -6.463705 -2.364371 0.013 0.003 -0.010
H -5.266897 0.071056 2.234895 0.027 -0.013 0.017
N 5.711755 -2.834081 0.122324 0.226 0.931 0.363
C -1.309099 -1.629264 -1.059937 0.014 -0.138 -0.116
N -1.090679 -2.542469 -1.997796 -0.142 0.246 0.340
O 3.640125 -2.166576 -0.103760 -0.453 0.329 -0.025
N -3.326089 1.976654 0.442789 0.961 -0.451 -0.317
C 0.349650 -4.516598 -1.644752 0.029 0.064 -0.050
C -2.669140 -0.008426 3.388389 -0.114 0.087 -0.189
H 7.271525 -1.131092 1.146458 0.015 0.011 0.018
H 1.213622 -2.686244 -0.887192 -0.021 0.011 -0.046
H -1.477404 -4.416269 -2.759578 -0.081 0.069 -0.001
C 4.904651 -1.827937 0.266859 0.331 -1.002 -0.246
C 4.358187 0.552887 0.753593 0.089 -0.122 0.035
H -5.233328 1.749268 2.788005 -0.028 -0.017 -0.006
C -3.985096 3.233787 -1.318993 0.305 -0.222 0.209
C -0.804116 -0.678395 -2.892227 -0.020 -0.095 0.069
N -1.376169 0.514976 1.458643 0.046 0.215 -0.183
C 4.765409 1.810089 1.176406 -0.072 -0.021 -0.036
C -1.057216 -3.985852 -1.853250 0.253 -0.413 0.031
C -3.655155 1.237493 1.450548 -0.376 0.331 -0.246
H 1.467804 2.691344 -2.563365 0.005 -0.034 0.004
C 3.815762 2.988051 1.230815 0.402 -0.066 0.122
H -6.348707 5.484219 -1.689348 0.083 0.052 0.026
C -0.368594 -0.660554 3.269744 -0.057 -0.037 0.060
C 6.075201 2.006259 1.596213 -0.082 0.081 -0.001



Entry 3:
69
Properties=species:S:1:pos:R:3:forces:R:3 method="wB97M-V/def2-TZVPD" charge=+3 largest_force_ev_per_a=4.05 e_tot_ev=-58664.0389 spin_multiplicity=5
H 2.489612 3.589099 2.946863 0.317 0.239 0.025
C 3.547974 1.887893 -1.851179 -0.272 -0.300 0.336
C -1.335527 3.822226 0.345321 -0.121 -0.170 -0.744
H -1.214298 4.063365 1.395777 -0.752 0.139 0.014
H 0.707823 -4.697386 -3.383946 -0.145 -0.316 -0.898
C -4.498962 -3.468609 1.357336 0.554 -1.260 -0.840
H 1.059248 1.768346 -2.777260 -0.011 -0.348 -0.037
H 1.388933 2.335463 4.658359 -0.324 -0.416 -0.229
H 5.582311 -2.866711 -0.282383 -0.333 0.212 -0.286
C 1.180941 2.534151 -2.027192 0.688 2.755 0.296
C 2.570791 2.958691 0.139295 0.148 0.769 0.542
H -0.067747 -4.653390 -1.117737 0.194 0.674 -0.287
C -3.560583 -2.522991 0.890521 -0.226 -0.210 0.380
C 5.174708 -1.923929 -0.658382 0.998 -0.087 -0.932
H 0.678760 -2.430916 -4.752467 0.365 -0.240 -0.617
C 2.071188 2.186579 1.349799 -0.603 0.378 1.579
H -3.354275 3.853395 -2.449931 0.627 -0.166 0.564
C 5.550796 0.349133 -1.437894 1.900 -0.762 0.372
C 0.776661 0.693590 3.345543 -1.969 -1.469 0.933
C 0.839736 -1.341670 -2.959381 -1.129 -0.568 0.714
C -3.556062 -1.244375 1.411200 -1.335 -0.413 -0.485
H -5.592947 -0.697448 4.840708 0.269 -0.084 -0.430
H 4.265399 2.736710 -1.786534 -0.587 -0.576 0.038
C 6.092711 -0.896142 -1.031938 -2.196 -0.150 0.866
C 0.196693 -3.716140 -1.638353 -0.622 0.452 -0.053
C -4.478022 -0.903894 2.407521 1.461 0.302 -0.357
C -5.299073 -3.154947 2.442431 -0.146 0.546 0.416
O -2.921692 -2.274062 -1.653848 1.043 0.253 -0.331
N -0.981574 -2.354411 -0.030519 -0.166 1.311 0.577
H -1.175653 2.887544 -3.306288 -0.148 0.045 -0.579
C -2.485272 3.707261 -1.781401 0.491 -0.649 0.582
C -0.135553 3.018563 -1.446910 -1.697 0.616 0.242
H 0.430907 -0.717632 1.672826 -0.149 0.004 0.473
N 0.538058 -1.330471 -1.623310 -1.273 -0.897 0.030
H -7.042138 -1.129301 4.107695 -0.881 -0.288 -0.504
C 0.551769 -3.720981 -2.982993 -0.055 0.911 1.080
C -5.255087 -1.854702 3.034161 -0.545 -0.910 -0.517
C -2.548527 3.904631 -0.389793 1.826 -0.278 0.061
H 0.093477 0.133851 4.051735 1.271 0.762 -0.552
H 3.216568 1.794557 -2.879336 0.264 0.006 -0.331
C 3.825828 -1.762068 -0.918344 1.455 1.798 0.219
H -5.977976 -3.924518 2.838677 0.335 0.493 -0.173
H 2.057500 3.945795 0.059469 0.076 -0.898 0.223
H 7.146819 -1.105692 -0.881169 -0.028 0.409 -0.282
N 1.467084 0.999088 1.141616 0.199 0.011 0.809
H -3.062139 -0.518956 0.812747 0.719 0.931 0.135
C -1.267222 3.192749 -2.285119 0.474 -0.037 0.953
N -0.164703 3.438730 -0.169820 0.006 -0.802 -0.676
O -2.496385 -4.403780 -0.409773 1.256 0.578 -0.871
C 2.078739 2.632458 2.689071 -0.610 -0.498 -1.016
C 4.201767 0.566260 -1.458129 0.087 -0.360 0.150
H 1.134583 -0.371516 -3.362549 -0.067 -0.493 -0.133
C 0.662050 -2.496989 -3.689319 0.561 -0.195 0.498
C 1.382384 1.902045 3.654353 0.936 0.801 0.053
H -6.023432 -2.344083 4.953062 -0.519 -0.097 -0.199
H 3.121786 -2.577229 -0.926290 -0.343 0.094 0.360
C 0.847384 0.203960 2.067344 0.782 1.838 0.183
H 6.261335 1.130001 -1.643008 -0.041 0.367 -0.252
H 3.663537 3.250445 0.213069 -1.049 -0.910 -0.065
C -0.119068 -2.456992 -1.023657 2.084 -0.815 -2.609
N 2.280302 2.140327 -1.060269 0.535 -0.420 -1.542
H -3.420313 4.053777 0.207344 -0.696 0.528 -0.244
C -6.053928 -1.505507 4.254162 1.221 0.065 1.102
H -4.473321 0.128579 2.722186 -0.222 0.068 0.255
Pt 1.536980 0.037791 -0.541281 -0.533 -0.546 -0.823
S -2.515844 -2.964012 -0.471053 -3.219 -1.312 2.082
H -4.577238 -4.471500 0.835196 0.128 1.325 0.947
H 1.581639 3.440509 -2.560426 -0.137 -0.725 0.144
N 3.399798 -0.484596 -1.196189 -0.120 -1.021 -0.341